No. 1
14
Properties=species:S:1:pos:R:3 method="wB97M-V/def2-TZVPD" e_tot_ha=-303.7134 relative_energy_kj_mol=469.3 e_lumo_ha="0.015 / 0.019" largest_force_ha_per_bohr=0.1171 smiles="NCC/C=[NH+]/[O-]"
C 0.2360 0.7523 -0.2133
C 0.8582 -0.2663 0.7525
C -1.0352 0.2639 -0.7608
N -2.2505 0.3707 -0.0032
N 1.5351 -1.3024 -0.0897
O -3.3907 0.2136 -0.5085
H 0.0828 1.6326 0.2726
H 0.9201 0.8610 -1.0851
H 1.7434 0.1899 1.2147
H 0.2410 -0.7435 1.5334
H -1.0533 -0.4705 -1.6513
H -2.1026 0.7504 0.9467
H 2.4041 -1.6002 0.4411
H 1.8117 -0.6516 -0.8488



No. 2
14
Properties=species:S:1:pos:R:3 method="wB97M-V/def2-TZVPD" e_tot_ha=-303.8675 relative_energy_kj_mol=64.7 e_lumo_ha=0.032 largest_force_ha_per_bohr=0.0159 smiles="CNCC(N)=O"
C 2.1307 0.4635 -0.2062
N 0.9083 0.7182 0.5376
C -0.0695 -0.3623 0.4166
C -1.4010 0.1479 -0.0929
N -2.3701 -0.8067 -0.2079
O -1.5767 1.2971 -0.4362
H 1.9839 0.2932 -1.2830
H 2.6346 -0.4273 0.1784
H 2.8174 1.2927 -0.0634
H 0.4461 1.5435 0.1623
H -0.1836 -0.8447 1.3915
H 0.2785 -1.1321 -0.2766
H -2.2805 -1.6800 0.2864
H -3.3181 -0.5029 -0.4068



No. 3
14
Properties=species:S:1:pos:R:3 method="wB97M-V/def2-TZVPD" e_tot_ha=-303.6388 relative_energy_kj_mol=665.2 e_lumo_ha="0.028 / 0.028" largest_force_ha_per_bohr=0.0750 smiles="C=CN.C=NO"
C 1.2454 1.0552 0.0210
N 1.4103 0.0453 0.9009
N -0.2173 0.1566 -1.0488
C -0.9027 -0.4873 0.1606
C -2.1806 -0.1552 0.4170
O 1.9727 -1.0960 0.2381
H 2.4677 -1.5670 0.9209
H 0.3930 -0.4944 -1.5330
H -0.8759 0.5307 -1.7253
H 2.1600 1.6038 -0.1736
H 0.5163 1.8507 0.1461
H -0.5146 -1.3782 0.6372
H -2.7631 -0.6896 1.1490
H -2.7112 0.6255 -0.1102



No. 4
14
Properties=species:S:1:pos:R:3 method="wB97M-V/def2-TZVPD" e_tot_ha=-303.8137 relative_energy_kj_mol=205.9 e_lumo_ha=0.018 largest_force_ha_per_bohr=0.0080
C -0.6072 2.4781 -1.3371
N -0.8934 0.2484 0.2585
C -0.5896 0.1796 -1.0708
N -0.4304 1.1450 -1.8823
H -1.5988 2.6100 -0.8861
H -0.5045 3.2133 -2.1312
H 0.1449 2.7073 -0.5708
H -0.9090 -0.5838 0.8176
H -1.0289 1.1267 0.7215
H -0.4835 -0.8386 -1.4382
O 0.6837 -2.0409 1.6729
C 1.8116 -2.2441 2.0198
H 2.5499 -2.7686 1.3896
H 2.2069 -1.9204 3.0007



No. 5
14
Properties=species:S:1:pos:R:3 method="wB97M-V/def2-TZVPD" e_tot_ha=-303.8409 relative_energy_kj_mol=134.6 e_lumo_ha=0.041 largest_force_ha_per_bohr=0.0717 smiles=CC(C)O.N#N
C 0.3645 1.2592 0.2273
C 0.8367 -1.2816 0.3198
C 0.1530 -0.0993 -0.3857
N -1.0459 1.6186 -2.6220
N -1.8192 0.8354 -2.7293
O -1.3012 -0.4178 -0.3664
H 0.1229 1.3099 1.3703
H 1.5453 1.4781 0.2109
H -0.2078 1.9791 -0.3379
H 1.8103 -1.1041 0.1291
H 0.3764 -1.9571 -0.3053
H 0.6758 -1.5601 1.2949
H 0.5055 -0.0619 -1.4524
H -1.5674 0.2717 0.2244



No. 6
14
Properties=species:S:1:pos:R:3 method="wB97M-V/def2-TZVPD" e_tot_ha=-303.8235 relative_energy_kj_mol=180.2 e_lumo_ha=0.036 largest_force_ha_per_bohr=0.0251 smiles="C=CN.NC=O"
C 1.4271 -1.1683 -0.1142
C 1.3064 -0.4800 1.0098
N 0.1828 -0.7592 1.8527
H 0.8568 -2.0543 -0.3327
H 2.0856 -0.8990 -0.9386
H 2.0995 0.1141 1.4629
H -0.5120 -0.0294 1.8959
H 0.4578 -1.0378 2.7893
C -1.6590 1.0071 -0.7155
N -0.8974 0.9197 -1.8440
O -1.2987 1.3362 0.3838
H -2.7170 0.8111 -0.9753
H -1.3960 1.0271 -2.7096
H 0.0641 1.2125 -1.7646



No. 7
14
Properties=species:S:1:pos:R:3 method="wB97M-V/def2-TZVPD" e_tot_ha=-303.7284 relative_energy_kj_mol=430.0 e_lumo_ha=0.038 largest_force_ha_per_bohr=0.0182 smiles="C1CN1.C=NO"
C 2.3084 1.4010 -0.0251
C 1.6851 0.7304 1.1589
C -1.6527 -0.9194 -0.7618
H 1.9178 2.3730 -0.3589
H 3.3717 1.2806 -0.2019
H 0.8738 1.2280 1.6722
H 2.2712 0.1019 1.8234
H 0.5825 0.4357 -0.5505
H -4.2606 -1.9320 0.0577
H -1.3286 -1.8806 -1.1475
H -1.0105 -0.0586 -0.7692
N 1.4938 0.1898 -0.1896
N -2.8275 -0.8576 -0.3173
O -3.4245 -2.0923 -0.3905



No. 8
15
Properties=species:S:1:pos:R:3 method="wB97M-V/def2-TZVPD" e_tot_ha=-379.0833 relative_energy_kj_mol=151.5 e_lumo_ha=0.029 largest_force_ha_per_bohr=0.0588 smiles="NC(=O)NCCO"
C 0.3627 -0.7753 0.0855
C 1.7731 -0.7602 -0.4828
O 1.9765 -0.0140 -1.6609
N -0.2714 0.6051 0.0715
C -1.2437 0.7353 1.0747
N -2.3254 1.4410 0.6022
O -1.1819 0.2311 2.1742
H -0.2008 -1.3544 -0.6976
H 0.1922 -1.2379 1.0573
H 2.6151 -0.4683 0.1628
H 1.9131 -1.8470 -0.6001
H 1.3790 -0.3758 -2.3159
H 0.6184 1.0892 0.0286
H -2.3406 1.4964 -0.4045
H -3.2663 1.2347 0.9050



No. 9
15
Properties=species:S:1:pos:R:3 method="wB97M-V/def2-TZVPD" e_tot_ha=-379.0967 relative_energy_kj_mol=116.4 e_lumo_ha=0.029 largest_force_ha_per_bohr=0.0263 smiles=c1c[nH]cn1.O.O
C 1.3871 -1.4408 -0.0876
C 0.3647 -1.0846 -0.9132
N 0.2101 0.2816 -0.8962
C 1.0993 0.7350 -0.0594
N 1.8583 -0.2707 0.4506
H 1.7980 -2.3748 0.2499
H -0.3494 -1.7319 -1.3906
H 1.2545 1.7789 0.1627
H 2.7279 -0.0232 0.8882
H -1.9097 1.6732 1.6929
H -0.8656 1.7561 0.6080
O -0.9875 1.9156 1.5512
H -3.1997 0.0622 -0.7659
H -1.8028 -0.4373 -0.9194
O -2.6267 -0.6480 -0.4552



No. 10
15
Properties=species:S:1:pos:R:3 method="wB97M-V/def2-TZVPD" e_tot_ha=-379.1082 relative_energy_kj_mol=86.1 e_lumo_ha=0.024 largest_force_ha_per_bohr=0.0326 smiles="NC(=O)[C@H](N)CO"
N -0.2593 0.7927 1.1777
C 0.0689 -0.3541 0.3779
C 1.4880 -0.2147 -0.1585
O 2.4232 -0.1570 0.9323
C -0.8179 -0.6279 -0.8835
N -2.0001 0.0525 -0.9632
O -0.4389 -1.3310 -1.7928
H -1.2179 0.8638 1.4753
H 0.0743 1.6628 0.7958
H 0.0099 -1.2734 0.9675
H 1.8095 -1.0528 -0.7600
H 1.5578 0.7257 -0.7152
H 1.9484 -0.0518 1.7637
H -2.2339 0.8021 -0.3383
H -2.4118 0.1632 -1.8789



No. 11
15
Properties=species:S:1:pos:R:3 method="wB97M-V/def2-TZVPD" e_tot_ha=-378.9545 relative_energy_kj_mol=489.6 e_lumo_ha=0.032 largest_force_ha_per_bohr=0.0352
C -0.3878 0.2113 -0.9789
C -1.1544 1.4103 -0.4450
O 2.1294 -0.1905 -0.1185
O 3.4364 -0.4313 0.4347
H 3.1277 -0.4234 1.3560
H 0.4967 0.5592 -1.5186
H -1.0062 -0.3336 -1.7010
H -1.2730 2.1663 -1.2272
H -0.6383 1.8675 0.4053
H -2.1554 1.1180 -0.1106
N -1.0355 -1.4275 0.7571
C -0.0147 -0.7419 0.1507
N 1.1966 -0.9336 0.5925
H -1.9522 -0.9978 0.7650
H -0.7692 -1.8532 1.6386



No. 12
15
Properties=species:S:1:pos:R:3 method="wB97M-V/def2-TZVPD" e_tot_ha=-378.9675 relative_energy_kj_mol=455.5 e_lumo_ha=0.027 largest_force_ha_per_bohr=0.1006 smiles="CONC(=O)CN"
C 2.6837 -0.4323 0.2779
C -0.6291 0.5046 -0.0319
C -0.9640 -0.8539 -0.1829
H 3.4667 -0.9436 -0.2381
H 2.9489 0.7066 0.7738
H 2.4306 -1.3109 1.1091
H 0.9686 1.6310 -0.0537
H -0.5974 -0.9263 -1.2361
H -0.5240 -1.5438 0.3773
H -2.8298 -0.2598 -0.2638
H -2.4168 -0.7976 1.1553
N 0.7703 0.7113 0.1674
N -2.3293 -1.0567 0.1222
O 1.5538 -0.1332 -0.5412
O -1.4385 1.4522 0.0374



No. 13
15
Properties=species:S:1:pos:R:3 method="wB97M-V/def2-TZVPD" e_tot_ha=-379.1027 relative_energy_kj_mol=100.7 e_lumo_ha=0.024 largest_force_ha_per_bohr=0.0631 smiles="NCCNC(=O)O"
C -0.0867 -0.7104 -0.8724
N 1.0882 -0.1887 -0.1749
C 1.1216 -0.1829 1.1832
O 2.2768 0.5357 1.6619
O 0.5141 -0.9195 1.8943
C -1.4642 -0.1888 -0.4993
N -1.4779 1.2429 -0.2224
H -0.1050 -1.8001 -0.7184
H 0.1667 -0.4476 -1.9082
H 1.5751 0.5128 -0.7030
H 2.8424 -0.1660 2.0058
H -2.0838 -0.3507 -1.4195
H -2.0902 -0.6960 0.2369
H -1.3078 1.7934 -1.0488
H -0.9693 1.5659 0.5849



No. 14
15
Properties=species:S:1:pos:R:3 method="wB97M-V/def2-TZVPD" e_tot_ha=-378.9900 relative_energy_kj_mol=396.5 e_lumo_ha=0.002 largest_force_ha_per_bohr=0.1127
C 0.7420 0.6969 -0.3233
C -0.5479 -1.7634 0.7833
N -0.4217 -1.5556 -0.5842
C -0.6441 0.0011 -0.4505
N 0.5084 2.1206 -0.2820
O 1.4667 0.3060 0.8153
O -1.5340 0.4616 -1.1544
H 1.2213 0.9361 1.5073
H -1.2386 -1.8848 -1.0920
H 1.3313 0.3518 -1.1838
H 1.3015 2.6358 -0.6442
H -0.3095 2.3568 -0.8344
H -1.2588 -2.5334 1.0801
H 0.3725 -1.6711 1.3490
H -0.9893 -0.4585 1.0141



No. 15
17
Properties=species:S:1:pos:R:3 method="wB97M-V/def2-TZVPD" e_tot_ha=-852.4362 relative_energy_kj_mol=302.0 e_lumo_ha=0.012 largest_force_ha_per_bohr=0.0617
C 0.6824 -2.0582 0.4523
C 0.5431 -1.5062 -0.7517
C -0.0605 -0.1661 -0.8395
N 0.1109 0.6490 -1.7669
N 1.2288 1.4395 0.9050
O -1.3377 0.6866 1.4277
O -2.3985 1.2422 -0.8041
O -2.1889 -1.1877 0.1013
S -1.5897 0.1147 0.1351
H 1.0515 -3.0500 0.5943
H 0.2309 -1.6824 1.4205
H 0.9666 -1.9844 -1.6478
H -1.8428 2.0288 -0.5153
H 0.7764 0.6133 -2.5376
H 0.6741 0.9184 1.6153
H 2.1404 1.5039 1.3510
H 1.0128 2.4386 0.8604



No. 16
17
Properties=species:S:1:pos:R:3 method="wB97M-V/def2-TZVPD" e_tot_ha=-852.3737 relative_energy_kj_mol=466.1 e_lumo_ha="0.013 / 0.013" largest_force_ha_per_bohr=0.0589
C 0.8869 -0.7142 1.7693
C -0.7620 1.2985 -0.4995
C -0.1042 -0.7880 -1.5062
N 1.5193 -0.9970 0.7251
N -0.1531 0.5511 -1.3810
O -2.3161 -2.2848 -1.1972
O -0.1470 -2.9356 0.0799
O -1.4505 -0.9207 0.7317
S -0.9454 -1.7644 -0.3526
H 0.6534 0.3230 1.9851
H 0.4247 -1.4246 2.3948
H -1.4346 1.0225 0.2393
H -0.5593 2.3201 -0.4914
H 0.5687 -1.3214 -2.1002
H 1.6197 -1.9609 0.4362
H -2.0648 -3.1633 -1.5994
H 0.3166 1.1373 -2.0213



No. 17
18
Properties=species:S:1:pos:R:3 method="wB97M-V/def2-TZVPD" e_tot_ha=-927.5189 relative_energy_kj_mol=59.6 e_lumo_ha="0.019 / -0.138" multiplicity=3 largest_force_ha_per_bohr=0.0588
C 1.3312 -2.0587 -0.7829
C -1.0475 1.2194 -1.2245
C -0.3567 0.1436 -0.4487
N 1.9782 -1.6024 -1.6712
N -1.2107 -0.6907 0.2365
O 0.5200 0.9730 0.4707
O 0.7874 -2.7624 -0.0396
O -0.3922 0.0030 2.6844
O 1.2526 2.1820 2.4928
S 0.0227 1.6489 1.9615
H -1.4831 0.8156 -2.0797
H -1.7297 1.7847 -0.5933
H -0.1690 1.7236 -1.6600
H 0.2836 -0.2195 -1.1812
H 2.4044 -0.7374 -1.8238
H 0.2587 -0.5322 2.2432
H -0.9978 -1.6880 0.3595
H -1.4521 -0.2025 1.0562



No. 18
18
Properties=species:S:1:pos:R:3 method="wB97M-V/def2-TZVPD" e_tot_ha=-604.4408 relative_energy_kj_mol=1108.3 e_lumo_ha="-0.036 / -0.034" largest_force_ha_per_bohr=0.0993
C -0.6630 -1.1436 0.9202
C -1.7410 0.9013 -0.3161
C -0.4989 0.0772 0.1115
N 3.0606 -1.2107 -1.0182
N 0.5155 0.1088 -0.6876
O 0.8217 0.8574 -1.5713
O 1.8074 -1.2143 -0.4628
O -1.4687 1.9907 -1.2051
O 4.4265 0.6307 -0.0769
O 4.1962 -0.8747 -0.3128
H -1.3660 -0.9963 1.7799
H 0.3193 -1.4753 1.0899
H -1.0226 -1.9686 0.2422
H -2.5271 0.2658 -0.6603
H -2.2240 1.2364 0.6282
H 3.0117 -0.7236 -1.8619
H -0.8613 1.7546 -1.8329
H 4.4827 0.6790 0.9183



No. 19
15
Properties=species:S:1:pos:R:3 method="wB97M-V/def2-TZVPD" total_charge=-1 e_tot_ha=-701.9839 relative_energy_kj_mol=112.1 e_lumo_ha="0.142 / 0.078" multiplicity=2 largest_force_ha_per_bohr=0.0541
N 0.5757 0.8696 -1.3887
C 0.2041 -0.1247 -0.4453
C 0.0440 0.2047 1.0056
S 3.2005 -0.2167 0.1804
C -1.2650 0.2367 0.1942
N -2.0713 -0.9740 0.1842
O -1.8193 1.3656 0.0527
H -0.0574 1.6512 -1.3549
H 3.0520 -1.1325 1.1387
H 1.5784 0.9576 -1.4327
H 0.6820 -1.0862 -0.6119
H 0.2916 -0.6948 1.5609
H 0.6150 1.0672 1.3304
H -1.9895 -1.4210 -0.7206
H -3.0408 -0.7027 0.3069



No. 20
15
Properties=species:S:1:pos:R:3 method="wB97M-V/def2-TZVPD" e_tot_ha=-702.0500 relative_energy_kj_mol=72.2 e_lumo_ha=0.028 largest_force_ha_per_bohr=0.0621 smiles="NC(=O)[C@@H](N)CS"
N 1.6270 -0.1102 -0.6482
C 0.3664 -0.4308 -0.0163
C -0.4190 0.8790 0.3649
S 0.5821 1.7701 1.6089
C -0.6613 -1.1519 -0.9765
N -0.6747 -2.5057 -0.7294
O -1.5401 -0.5813 -1.5696
H 1.6935 0.8615 -0.9057
H 2.3700 -0.2262 0.0144
H 0.4063 -1.0252 0.8929
H -1.3566 0.5989 0.8238
H -0.6765 1.5161 -0.4763
H 0.0219 2.9853 1.4966
H 0.1084 -3.0239 -0.3711
H -1.3716 -3.0711 -1.1854